Computed, not measured: a single C4H7N3 molecule in a non-equilibrium geometry, with wB97M-V/def2-TZVPD.

```
14
Properties=species:S:1:pos:R:3:lowdin_charge:R:1
C -0.084 -1.944 -0.591 -0.089
C 0.770 -0.744 -0.193 -0.254
N 0.134 0.100 0.805 0.021
C -0.308 1.376 0.648 -0.466
N -0.673 2.081 1.650 0.125
C -0.363 1.883 -0.730 -0.143
N -0.457 2.367 -1.778 0.166
H -1.005 -1.601 -1.073 0.075
H -0.358 -2.544 0.283 0.072
H 0.462 -2.595 -1.285 0.075
H 0.979 -0.130 -1.075 0.105
H 1.744 -1.071 0.191 0.116
H 0.153 -0.182 1.776 0.144
H -0.996 3.003 1.371 0.053
```

Computed properties:
* E_HOMO: -0.349 Ha
* SMILES string: [H]/N=C(\C#N)NCC
* energy: -8731.185 eV
* frontier orbital gap: 0.3768 Ha
* LUMO level: 0.763 eV
* largest force on an atom: 1.3 eV/A